[1]
The following is a quantum chemistry calculation of a molecular structure, C21H18GaN8O, from OMol25.

- Orbital gap: 7.88 eV
- Energy relative to the best compared isomer or geometry (same formula, charge and spin): 21.6 kcal/mol

```
! wB97M-V def2-TZVPD RIJCOSX def2/J DEFGRID3
* xyz 1 1
H -5.5289 1.7152 1.0581
C -0.4365 0.4388 5.2090
H -4.6151 2.0880 -1.2871
C 0.0963 1.5895 -2.6040
H -1.9049 0.1689 3.6728
C -4.5199 1.4998 0.7558
C -1.8464 1.4917 -1.6934
C 0.9168 0.5613 5.4488
C 2.1999 -0.0902 1.9564
N -4.0766 1.6874 -0.5370
H -1.0602 -2.3944 -2.2112
H 1.1721 1.5938 -2.6611
C 0.9008 -1.1635 -0.8828
C 0.1594 2.5381 1.1597
C 2.3350 -2.6518 -4.0273
C 2.2467 -1.9887 -2.8137
C 1.0178 -1.8909 -2.1673
N 1.5558 -0.1291 0.8683
C -0.8112 1.7165 -3.6117
N 0.4286 3.6314 1.4110
N -2.3687 0.9125 0.5909
Ga -0.3057 0.6448 0.7207
C -0.1156 -2.4670 -2.7328
N 2.0019 -0.7329 -0.2843
H -0.9015 -3.5915 -4.3825
H 4.2588 0.1121 1.4913
N -0.5730 1.4614 -1.4118
C -0.8559 0.2727 3.8997
C -0.0225 -3.1347 -3.9455
H -3.4144 0.7858 2.4876
H 1.2757 -3.7462 -5.5397
C 1.3121 0.2516 3.1169
N -0.0185 0.2093 2.8672
H 3.2900 -2.7297 -4.5300
C -2.7877 1.3318 -0.5943
C 1.8044 0.4505 4.3882
H 2.8697 0.5103 4.5528
H 1.2876 0.7196 6.4530
H -2.9339 1.6685 -3.5039
O -0.2915 -0.9702 -0.4111
C -3.4556 1.0280 1.4439
H -1.1606 0.4734 6.0101
C 1.2019 -3.2232 -4.5945
H 3.1229 -1.5484 -2.3563
H -0.6921 1.8425 -4.6734
C 3.6167 -0.5321 2.0931
H 3.7154 -1.5442 1.6980
N -2.0535 1.6513 -3.0178
H 3.9645 -0.5180 3.1212
*
```

Results of the Mulliken charge analysis, in e, for atoms 1 through 6: 0.41 -0.90 0.19 -0.50 0.41 -0.74


[2]
The following is a quantum chemistry calculation of C20H25FN4O4S in the gas phase, from OMol25.

- SMILES: Cc1noc(/C=C/N(C)C)c1S(=O)(=O)N1CCC[C@H](C(=O)Nc2ccccc2F)C1
- Orbital gap: 8.29 eV

```
! wB97M-V def2-TZVPD RIJCOSX def2/J DEFGRID3
* xyz 0 1
H 3.1544 -2.2737 0.0736
C -1.1107 0.4310 1.0016
N 1.5954 -2.7521 3.5698
F 0.4740 2.7806 -2.7339
H -2.6214 1.8462 0.4240
C -3.5711 0.0078 1.0360
C -1.2600 0.2098 -5.4091
C -3.5541 0.3186 2.5304
O 1.0507 1.8520 2.3194
H -4.3145 -0.2683 3.0463
C -2.1797 0.0025 3.1161
C 0.9521 -1.7058 4.0146
H 0.1390 -0.6738 5.6639
H 4.1416 -2.5919 -1.8550
H 3.9888 0.9356 -2.3555
C -2.4494 0.7695 0.3287
S 0.3023 0.9485 3.1464
H -4.5328 0.2811 0.5997
H 0.1061 1.0172 -6.8508
H 3.3483 -1.6403 -3.1232
H 3.3315 1.2974 -0.7536
N 3.4527 -0.7262 -1.2396
C -1.1358 1.1055 -3.1784
C -0.1037 1.9326 -3.6273
C -1.7107 0.2357 -4.1009
C -2.3702 0.3897 -1.1456
C 2.2559 -0.5432 0.8460
H -0.7475 -2.1381 5.2072
H 1.1506 2.5787 -5.2169
O -2.9673 -0.5438 -1.6275
H -0.2902 1.0184 0.5883
O 2.1348 -2.4270 2.3546
C 1.0541 -0.6399 3.0847
H 4.9787 -1.2075 -2.5753
H -3.7671 1.3769 2.6873
C 3.2383 0.6472 -1.6213
C 0.3515 1.9150 -4.9273
H -2.5060 -0.4145 -3.7786
H -0.8918 -0.6400 0.8516
H -1.7203 -0.4701 -6.1092
H -1.0636 1.9424 -1.3262
H 0.7972 -2.2917 6.0391
N -1.5253 1.2051 -1.8436
C 2.9546 -1.2241 -0.0970
N -1.1812 0.7595 2.4001
H -1.9818 -1.0788 3.0351
H 2.0154 0.5018 0.7633
H -2.1134 0.3023 4.1619
C -0.2363 1.0420 -5.8284
C 1.8205 -1.1539 2.0489
H 2.2467 0.7905 -2.0613
C 0.2432 -1.6983 5.3169
O 0.0463 1.3115 4.5079
H -3.4261 -1.0619 0.8720
C 4.0072 -1.5877 -2.2500
*
```

Results of the Mulliken charge analysis, in e, for atoms 1 through 6: 0.44 -0.83 -0.84 -0.38 0.32 -0.94


Max |F| for the records above, in order: 0.522; 1.375 eV/A
DFT total energy for the records above, in order: -3249.00945; -1795.12604 Ha
HOMO for the records above, in order: -11.2; -7.8 eV